ORCA calculation (ωB97M-V/def2-TZVPD) on a 2-piece molecular cluster, CH5N2O2 overall.

## Properties
- Lowest unoccupied orbital energy (spin up / spin down): -5.672 / -5.100 eV
- Relative energy (zero: lowest compared OMol25 entry of this formula, charge and spin): 456.5 kJ/mol
- Molar mass: 77.06 Da
- E_tot: -8179.5656 eV
- HOMO (spin up / spin down): -14.15 / -14.56 eV

Geometry as ORCA input:
```
! wB97M-V def2-TZVPD RIJCOSX def2/J DEFGRID3
* xyz 1 1
C 0.987 0.471 -0.198
N -1.131 -0.112 0.429
N 1.832 -0.370 0.194
O -1.918 0.976 0.011
O -1.324 -1.229 -0.178
H 1.160 1.341 -0.637
H 2.854 -0.128 0.012
H 1.485 -1.216 0.727
H -2.347 1.410 0.747
H -1.598 -1.144 -1.105
*
```